Entry 1:
41
Properties=species:S:1:pos:R:3 method="wB97M-V/def2-TZVPD" fmax_ha_per_bohr=0.008 lumo_ev="0.08 / -3.04" gap_ev="8.2 / 6.0" relative_energy_kj_mol=22.9 multiplicity=5 s2=6.02 e_homo_ha="-0.2981 / -0.3307"
Pd 1.12578 -0.26814 0.44084
Cl 3.38866 -0.86165 2.27635
C 4.47204 -1.00785 0.88546
Cl 3.62566 -1.28809 -0.65973
H 5.11539 -1.86142 1.05232
H 5.01779 -0.07869 0.78920
O -2.87650 3.36545 -2.52872
C -3.16540 2.24055 -1.73298
C -1.92875 1.68058 -0.99296
C -1.55892 2.66101 0.13042
O -1.21598 3.94210 -0.36538
C -0.83492 1.52689 -2.05507
Se 0.58992 0.22950 -1.88256
C -2.38427 0.35378 -0.37296
Se -1.35662 -0.25107 1.15828
H -2.37806 3.98615 -1.97577
H -3.56616 1.47690 -2.40567
H -3.93782 2.46153 -0.98471
H -0.74607 2.27636 0.74969
H -2.44595 2.77994 0.76187
H -0.24771 3.99218 -0.34978
H -0.30267 2.46870 -2.20271
H -1.28089 1.28658 -3.02149
H -2.34277 -0.46326 -1.09808
H -3.41425 0.43345 -0.02574
Br -0.69962 -6.79283 1.26584
C -0.14023 -5.00177 1.02870
C 0.05971 -4.19725 2.13678
C 0.46242 -2.87800 1.95379
C 0.67680 -2.36298 0.67756
C 0.46870 -3.19565 -0.41711
C 0.06299 -4.51525 -0.25239
H -0.09895 -4.59311 3.13121
H 0.61931 -2.26173 2.83354
H 0.63761 -2.83123 -1.42562
H -0.09193 -5.15909 -1.10835
F 1.37299 1.83075 1.86775
B 2.16479 2.56798 0.93819
F 2.65745 3.71245 1.50780
F 1.32393 2.88717 -0.18799
F 3.17252 1.70905 0.46020

Entry 2:
36
Properties=species:S:1:pos:R:3 method="wB97M-V/def2-TZVPD" fmax_ha_per_bohr=0.019 lumo_ev=0.24 gap_ev=7.8 relative_energy_kj_mol=0.0 e_homo_ha=-0.2783
C 3.53830 -1.72896 -3.32240
C 2.26740 -1.51353 -2.51746
O 2.59014 -0.90654 -1.26401
C 1.97040 0.21963 -0.93031
O 1.16218 0.79551 -1.61284
C 2.37437 0.67509 0.44724
S 1.50511 -0.38628 1.67590
C -0.05104 -0.52612 0.86867
C -1.01746 0.45361 0.71508
C -1.07760 1.78184 1.24142
C -0.29039 2.37030 2.19679
C -0.65009 3.70467 2.46372
C -1.70315 4.12852 1.71780
S -2.28458 2.90370 0.66565
N -2.00714 -0.04483 -0.09303
C -1.70246 -1.31826 -0.47444
C -2.38232 -2.20839 -1.29445
C -1.80842 -3.44390 -1.50811
C -0.58908 -3.79481 -0.91993
C 0.09002 -2.92102 -0.10149
C -0.46800 -1.66371 0.12514
H 3.29733 -2.23791 -4.25112
H 4.00714 -0.77547 -3.55322
H 4.24028 -2.33538 -2.75610
H 1.56328 -0.86576 -3.04924
H 1.77835 -2.46649 -2.29188
H 3.43590 0.52555 0.62745
H 2.08022 1.71239 0.60237
H 0.50198 1.85178 2.70477
H -0.14584 4.32396 3.18390
H -2.18025 5.08825 1.71581
H -2.80542 0.48696 -0.39892
H -3.32377 -1.93861 -1.74902
H -2.30907 -4.15914 -2.14361
H -0.17811 -4.77455 -1.11563
H 1.03015 -3.18670 0.35818

Entry 3:
45
Properties=species:S:1:pos:R:3 method="wB97M-V/def2-TZVPD" fmax_ha_per_bohr=0.044 lumo_ev=0.19 gap_ev=9.9 relative_energy_kj_mol=543.3 e_homo_ha=-0.3563
C 1.11071 -7.34092 -23.14402
O 1.47331 -7.98186 -24.33573
H 0.12547 -6.90941 -23.32067
H 0.98444 -8.07820 -22.35121
H 1.74546 -6.53278 -22.78055
H 2.27848 -8.45735 -24.11844
C 4.32223 -9.76818 -22.81409
O 3.53019 -9.71911 -23.94995
H 4.54403 -10.77523 -22.46086
H 5.27479 -9.37186 -23.16572
H 3.94074 -9.14401 -22.00603
H 4.08639 -9.93959 -24.70071
C 4.06971 -4.33944 -23.14057
O 3.93529 -3.65370 -21.87155
H 4.00456 -3.57099 -23.91086
H 4.90554 -5.03826 -23.17469
H 3.11545 -4.82372 -23.34779
H 4.64372 -3.00661 -21.90293
C -0.31565 -9.86612 -19.29700
O 0.54016 -10.93885 -19.74057
H -1.12351 -10.26215 -18.68170
H 0.13708 -9.12539 -18.63786
H -0.65442 -9.27794 -20.14987
H 0.49393 -11.04445 -20.69361
C -0.34118 -6.34412 -19.68065
O 0.81072 -5.81096 -19.08680
H -0.59198 -7.26902 -19.16125
H -1.16695 -5.64699 -19.53843
H -0.07962 -6.66193 -20.68996
H 0.76052 -5.24493 -18.31305
C -1.75730 -5.49122 -25.89606
O -2.16338 -5.01447 -27.18634
H -2.25811 -6.44361 -25.72214
H -0.69192 -5.70941 -25.82208
H -2.06309 -4.93035 -25.01287
H -3.11369 -4.89286 -27.24736
O 0.91991 -10.05933 -25.67550
H 0.73817 -9.32875 -25.08434
H 1.57180 -9.71677 -26.28700
O 3.91046 -5.92550 -20.08762
H 3.69331 -5.74983 -21.00316
H 3.66420 -5.12471 -19.62465
O 1.18957 -11.06779 -22.63779
H 1.96033 -10.67492 -23.04743
H 1.21462 -11.98520 -22.90974

Entry 4:
63
Properties=species:S:1:pos:R:3 method="wB97M-V/def2-TZVPD" fmax_ha_per_bohr=0.385 lumo_ev=0.33 gap_ev=8.3 relative_energy_kj_mol=2261.6 e_homo_ha=-0.2938
C 2.43479 2.69691 4.70328
C 1.62900 1.56574 4.05380
C 0.40976 1.97087 3.33420
C -0.51907 0.95196 3.04191
N 0.17726 0.19562 2.09154
C 0.52442 -1.13243 2.70850
O 0.23350 -1.49784 3.92894
C 1.44301 -2.03316 1.61930
C 2.74387 -2.37870 1.96084
C 3.34220 -3.15973 1.07631
C 2.82863 -3.90712 0.02055
C 1.60901 -3.46634 -0.28485
C 0.75985 -2.36646 0.44826
O -0.60762 -2.30600 0.27974
C -1.23052 -2.79778 -0.75735
C -1.33252 -2.20763 -1.96552
C -0.21470 -1.37439 -2.49442
C -0.11709 -0.91622 -3.68570
C -1.08871 -1.17269 -4.73069
C -2.35073 -1.84180 -4.14869
C -2.22372 -2.29111 -2.94949
H -3.26670 -2.98813 -2.47966
H -3.11758 -1.97748 -4.88391
F -1.19783 -0.62265 -5.70473
H 1.08152 -0.49565 -4.18547
H 0.71335 -1.43171 -1.91098
H -2.43343 -2.61740 -0.36781
H -1.02019 -4.06120 -0.84294
H 0.93942 -3.80917 -1.11035
H 3.23630 -4.34214 -0.69101
H 4.45581 -3.54113 1.30925
H 3.18925 -1.91980 2.82983
C 0.40053 0.43235 0.85120
C -0.60125 0.84018 -0.00398
N -1.89476 0.49158 0.35460
H -2.54232 0.10396 -0.46993
H -1.80882 -0.23262 0.95077
N -0.57319 1.19453 -1.13821
C 0.95282 1.52364 -1.64391
O 1.18540 1.90318 -2.61438
N 1.73459 1.27478 -0.77553
C 1.65628 0.61142 0.74285
O 2.77632 0.59269 1.31211
H 2.83448 1.58376 -1.00266
C -1.30031 1.63667 -2.08228
C -2.24838 2.96226 -1.79226
C -3.39657 3.36218 -2.66611
H -3.94536 4.28438 -2.36324
H -3.91213 2.40044 -2.77302
H -2.86459 3.40501 -3.46905
H -2.54680 2.68367 -0.70269
H -1.42730 3.70535 -1.61566
H -0.91914 1.85750 -3.31729
H -2.23748 0.87615 -2.31486
H -0.94063 0.35769 3.92897
H -1.59466 1.17539 2.69021
H 0.75562 2.70763 2.60363
H -0.13724 2.70881 4.25853
H 2.28031 0.88009 3.46474
H 1.09370 0.83288 5.00656
H 2.86250 3.46094 3.80775
H 3.32411 2.33326 5.19792
H 2.00373 3.32499 5.36250

Entry 5:
14
Properties=species:S:1:pos:R:3 method="wB97M-V/def2-TZVPD" fmax_ha_per_bohr=0.072 lumo_ev=0.86 gap_ev=9.0 relative_energy_kj_mol=375.0 e_homo_ha=-0.2974
C 1.54680 0.91468 -1.80327
C 0.94365 1.14179 -0.42054
C 0.06588 0.14943 -0.03351
N -0.18531 -1.05724 -0.36434
C -0.76311 -0.54300 0.83933
N -1.49941 -0.59794 1.82577
N -2.15059 -1.79715 2.15921
H 1.57552 1.89866 -2.23796
H 0.87782 0.39905 -2.41655
H 2.58273 0.41747 -1.77369
H 0.52299 2.13508 -0.47346
H 1.75924 1.20115 0.27374
H -2.39116 -2.63119 1.57690
H -2.88507 -1.63078 2.84836

Entry 6:
88
Properties=species:S:1:pos:R:3 method="wB97M-V/def2-TZVPD" fmax_ha_per_bohr=0.084 lumo_ev=0.11 gap_ev=9.7 relative_energy_kj_mol=307.6 e_homo_ha=-0.3544
C 1.89117 4.56560 6.40376
C 1.46351 4.72460 7.83506
O 0.73141 3.53975 8.34600
C 0.30453 3.51754 9.58811
C -0.39619 2.20679 9.95514
O 0.55171 4.39473 10.42538
H 2.57065 3.71529 6.46206
H 2.40941 5.45606 6.04794
H 1.04308 4.42821 5.73297
H 2.29032 4.85800 8.53270
H 0.83337 5.58530 8.05918
H -0.20298 1.98928 11.00561
H -0.15633 1.40006 9.26249
H -1.44041 2.51643 9.91242
C -4.45275 -4.11402 -1.74622
C -5.01602 -2.67752 -2.07185
O -6.45509 -2.52365 -1.88322
C -7.03770 -1.33251 -1.73979
C -8.61355 -1.38038 -1.68023
O -6.43025 -0.30034 -1.68842
H -3.39243 -4.05445 -1.50066
H -4.65687 -4.81522 -2.55538
H -4.84827 -4.47493 -0.79680
H -4.42279 -2.02509 -1.43114
H -4.88963 -2.31257 -3.09114
H -9.00870 -2.36657 -1.92392
H -9.22476 -0.65109 -2.21187
H -8.90095 -1.17895 -0.64827
C -2.91256 1.28721 -7.28493
C -2.20764 1.09747 -8.50085
O -1.92044 -0.34214 -8.62001
C -1.62326 -0.89921 -9.72674
C -1.62554 -2.41974 -9.58746
O -1.49069 -0.23891 -10.77267
H -3.87697 0.77948 -7.26975
H -3.10176 2.33596 -7.05595
H -2.25686 0.80222 -6.56177
H -2.68517 1.36034 -9.44476
H -1.31642 1.72230 -8.55916
H -0.68001 -2.84473 -9.25063
H -1.86331 -2.78959 -10.58485
H -2.41139 -2.82718 -8.95142
C -3.92616 2.49199 1.38508
C -3.07325 3.33006 2.33316
C -2.98724 2.96798 3.79664
O -2.42105 4.24859 1.81032
H -4.96889 2.45903 1.70086
H -3.62312 1.45845 1.21758
H -4.02029 2.99926 0.42491
H -2.76585 3.80963 4.45293
H -2.22771 2.19224 3.89386
H -3.95952 2.65628 4.17823
C 4.25557 -2.17974 -3.75546
C 5.48691 -3.02907 -3.65682
C 5.55107 -4.34370 -4.37642
O 6.48689 -2.60293 -3.13221
H 4.29717 -1.25512 -3.17974
H 3.39129 -2.73470 -3.39056
H 3.95295 -1.85453 -4.75083
H 4.64787 -4.29764 -4.98487
H 5.46418 -5.23444 -3.75424
H 6.36242 -4.41566 -5.10074
C 8.51327 1.47198 0.34700
C 7.41022 2.06247 1.19486
C 7.77350 2.63430 2.60928
O 6.26335 2.20935 0.69816
H 9.48009 1.97520 0.35841
H 8.27436 1.29707 -0.70201
H 8.64620 0.46092 0.73197
H 7.09773 2.11916 3.29196
H 7.46751 3.67710 2.52535
H 8.81603 2.65658 2.92667
Br -0.25917 -0.12522 -2.10987
C 0.50237 -0.34374 -0.27127
C 1.10817 1.01592 0.21928
Br 1.42659 0.92761 2.13781
H 1.29144 -1.06159 -0.49527
H -0.18673 -0.74623 0.47120
H 0.40940 1.81235 -0.03663
H 2.01081 1.32699 -0.30663
Br -1.49712 -5.53776 4.30450
C -0.16272 -4.09593 4.33182
C 1.12374 -4.61457 3.55198
Br 0.99944 -4.86679 1.57612
H 0.11869 -3.87486 5.36139
H -0.45469 -3.14320 3.89005
H 1.31042 -5.56586 4.05029
H 2.02238 -4.05106 3.80295